# 1
Density functional theory data (ωB97M-V/def2-TZVPD) for a cluster of 2 separate species, C5H16NO in total at a distorted geometry.

For the LUMO energy, the calculation gives -3.12 eV. As for the energy above the lowest of the compared OMol25 structures with the same formula, charge and spin: 166.2 kJ/mol. The value obtained for the HOMO-LUMO gap is 11.829 eV. As for the charge: +1. For the HOMO energy, the calculation gives -14.950 eV.

Geometry (Å):
C (-0.7810, -0.2638, -1.6459)
C (-0.0478, -1.0343, -0.5657)
C (1.2003, -0.2029, -0.0649)
C (2.4588, -1.0714, -0.2308)
C (1.4390, 1.1846, -0.5342)
N (-1.1545, -1.0529, 0.5953)
H (0.0084, 0.1569, -2.3397)
H (-1.1844, 0.6664, -1.2388)
H (-1.5845, -0.7958, -2.1578)
H (0.1448, -2.0956, -0.7047)
H (0.7958, -0.1311, 1.0027)
H (3.3714, -0.6910, 0.2060)
H (2.6947, -0.9913, -1.3310)
H (2.3898, -2.1921, -0.2856)
H (1.7474, 1.8759, 0.2881)
H (0.5722, 1.7202, -0.9506)
H (2.2050, 1.3818, -1.3088)
H (-1.2329, -0.0201, 0.6831)
H (-0.7405, -1.3672, 1.4772)
H (-2.0424, -1.5108, 0.3572)
H (-3.3338, 2.1935, 1.8963)
H (-1.9162, 2.3608, 2.6403)
O (-2.4219, 1.9130, 1.9618)



# 2
Density functional theory data (ωB97M-V/def2-TZVPD) for a cluster of 2 separate species, C23H22F13N4O in total at a distorted geometry.

For the LUMO energy, the calculation gives -3.88 eV. The value obtained for the HOMO-LUMO gap is 7.194 eV. As for the charge: +1. For the HOMO energy, the calculation gives -11.070 eV.

Geometry (Å):
F (-4.5599, -1.6533, 6.5532)
C (-3.7811, -0.7789, 5.6368)
F (-3.6110, 0.5280, 6.3750)
C (-4.5433, -0.4058, 4.2332)
F (-3.6855, 0.5329, 3.4732)
F (-5.7681, 0.3866, 4.6271)
C (-5.0963, -1.6910, 3.3789)
F (-6.0332, -2.5680, 4.1765)
F (-5.9627, -1.1255, 2.2777)
C (-3.9354, -2.6743, 2.7680)
F (-3.1181, -3.3131, 3.8436)
F (-4.6687, -3.7847, 2.0535)
C (-3.0085, -1.9390, 1.6071)
O (-2.9163, -2.6907, 0.3460)
C (-1.5149, -2.9292, -0.0528)
C (-0.8911, -1.8130, -1.0793)
C (-0.9098, -0.2636, -0.4870)
C (0.4633, 0.4012, 0.1908)
C (0.4466, 1.9728, 0.7566)
C (1.7523, 2.7358, 1.3990)
F (1.3928, 4.1304, 1.8184)
F (2.8349, 2.9000, 0.3600)
C (2.4054, 1.9961, 2.7089)
F (2.6226, 0.5374, 2.5547)
F (1.6825, 2.3070, 3.9980)
F (3.7795, 2.5973, 2.8920)
C (-0.9913, 2.7590, 0.6284)
C (-2.3692, 2.1078, -0.0419)
N (-3.5905, 2.9831, -0.0596)
C (-4.7633, 2.2766, -0.6785)
C (-4.6895, 0.7736, -1.2954)
N (-3.4796, -0.1180, -1.2965)
C (-2.3352, 0.5918, -0.6295)
H (-2.6751, -1.1665, 5.4497)
H (-1.9598, -1.6946, 2.0689)
H (-3.5804, -0.9221, 1.3546)
H (-1.5161, -3.9680, -0.6401)
H (-0.7757, -3.0651, 0.8454)
H (0.2108, -2.1266, -1.3760)
H (-1.5556, -1.8069, -2.0687)
H (1.4540, -0.2189, 0.2495)
H (-1.0549, 3.8826, 1.0267)
H (-5.7941, 2.8486, -0.7351)
H (-5.6802, 0.3389, -1.7898)
C (3.5792, -1.4110, -5.7109)
C (4.9066, -1.0674, -5.0607)
N (4.7994, -0.1870, -3.8863)
C (3.6534, 0.1850, -3.1974)
C (4.0432, 1.0338, -2.2009)
N (5.4196, 1.1460, -2.2885)
C (5.8645, 0.3881, -3.3012)
C (6.2685, 1.9578, -1.4267)
H (3.0410, -0.5042, -6.0060)
H (3.7358, -2.0220, -6.6045)
H (2.9411, -1.9773, -5.0245)
H (5.5475, -0.5597, -5.7904)
H (5.4166, -1.9830, -4.7410)
H (2.6911, -0.1883, -3.5020)
H (3.5140, 1.5741, -1.4358)
H (6.9001, 0.2670, -3.6002)
H (6.8177, 2.6738, -2.0441)
H (6.9697, 1.3037, -0.9020)
H (5.6605, 2.4999, -0.6976)